[1]
{"formula": "C13H20IN2OPdS5", "method": "ωB97M-V with the def2-TZVPD basis set", "symbols": ["Pd", "C", "S", "C", "C", "S", "S", "C", "S", "S", "H", "H", "H", "I", "C", "C", "C", "C", "N", "N", "C", "H", "H", "H", "H", "H", "H", "H", "H", "C", "C", "C", "C", "O", "H", "H", "H", "H", "H", "H", "H", "H", "H"], "xyz": [[0.538, 0.532, -0.311], [3.093, 2.970, -2.082], [3.594, 2.158, -0.534], [4.303, 0.702, -1.193], [3.620, -0.306, -1.771], [1.925, -0.531, -2.021], [4.648, -1.574, -2.427], [6.187, -0.933, -1.980], [7.621, -1.670, -2.337], [6.047, 0.555, -1.137], [2.807, 3.989, -1.819], [2.252, 2.445, -2.520], [3.934, 2.984, -2.774], [0.602, 1.115, 2.222], [-2.608, -2.779, -3.112], [-1.900, -2.597, -1.810], [-1.653, -3.470, -0.770], [-0.923, -2.726, 0.184], [-0.739, -1.497, -0.255], [-1.331, -1.435, -1.461], [-0.423, -3.142, 1.531], [-3.055, -3.771, -3.160], [-1.914, -2.676, -3.949], [-3.396, -2.034, -3.240], [-1.952, -4.507, -0.703], [-1.388, -0.515, -1.907], [-0.313, -4.225, 1.585], [-1.122, -2.830, 2.310], [0.535, -2.665, 1.742], [-0.533, 3.462, -1.269], [-1.669, 2.435, -1.337], [-2.450, 2.651, -2.632], [-2.591, 2.634, -0.133], [-1.170, 1.124, -1.356], [-0.920, 4.478, -1.132], [0.049, 3.431, -2.195], [0.119, 3.228, -0.428], [-2.749, 3.699, -2.751], [-3.346, 2.023, -2.637], [-1.822, 2.361, -3.479], [-2.951, 3.668, -0.069], [-2.043, 2.391, 0.781], [-3.449, 1.960, -0.206]], "lumo_energy_ev": [2.517, 1.485], "s2": 2.007, "orbital_gap_ev": [7.276, 6.151], "e_homo_ev": [-4.76, -4.67], "e_tot_ha": -3108.717658, "charge": -1, "mol_weight_g_mol": 614.0, "multiplicity": 3, "relative_energy_kj_mol": 74.2}

=====

[2]
{"formula": "C24H22N4O5S", "method": "ωB97M-V with the def2-TZVPD basis set", "symbols": ["C", "C", "C", "C", "C", "C", "C", "O", "C", "N", "C", "C", "C", "C", "C", "N", "C", "O", "C", "C", "C", "C", "N", "C", "O", "N", "C", "C", "C", "S", "O", "O", "C", "C", "H", "H", "H", "H", "H", "H", "H", "H", "H", "H", "H", "H", "H", "H", "H", "H", "H", "H", "H", "H", "H", "H"], "xyz": [[-0.043, -3.009, -4.654], [0.277, -2.608, -3.245], [0.989, -3.446, -2.405], [1.275, -3.079, -1.093], [2.042, -3.991, -0.187], [0.841, -1.848, -0.636], [0.122, -0.998, -1.475], [-0.257, 0.183, -0.862], [-0.915, 1.204, -1.381], [-1.209, 1.255, -2.680], [-1.766, 2.331, -3.185], [-2.112, 2.358, -4.559], [-2.655, 3.475, -5.118], [-2.874, 4.617, -4.318], [-2.542, 4.573, -3.003], [-2.007, 3.459, -2.440], [-1.712, 3.495, -1.026], [-1.927, 4.524, -0.419], [-1.210, 2.266, -0.501], [-0.924, 2.231, 0.906], [-0.934, 1.147, 1.717], [-1.463, -0.105, 1.357], [-1.980, -1.111, 1.153], [-0.427, 1.270, 3.114], [-0.340, 2.320, 3.717], [-0.033, 0.078, 3.635], [0.611, -0.021, 4.928], [2.007, 0.640, 4.910], [2.884, -0.162, 3.969], [2.177, -1.851, 4.039], [3.120, -2.793, 4.570], [1.585, -2.166, 2.763], [0.837, -1.484, 5.231], [-0.162, -1.373, -2.776], [0.417, -3.962, -4.902], [-1.121, -3.101, -4.783], [0.313, -2.256, -5.355], [1.326, -4.406, -2.769], [1.996, -3.635, 0.838], [3.086, -4.036, -0.495], [1.638, -5.001, -0.232], [1.037, -1.551, 0.382], [-1.921, 1.462, -5.126], [-2.918, 3.496, -6.164], [-3.299, 5.512, -4.739], [-2.677, 5.395, -2.313], [-0.689, 3.186, 1.364], [0.040, -0.730, 3.029], [-0.022, 0.486, 5.666], [2.413, 0.627, 5.922], [1.905, 1.678, 4.592], [2.811, 0.166, 2.936], [3.922, -0.218, 4.275], [1.209, -1.661, 6.234], [-0.019, -2.113, 5.012], [-0.724, -0.719, -3.420]], "lumo_energy_ev": -0.799, "orbital_gap_ev": 7.441, "e_homo_ev": -8.24, "e_tot_ha": -1921.192493, "mol_weight_g_mol": 478.5, "relative_energy_kj_mol": 266.9}

=====

[3]
{"formula": "C4H11FN2O2S2", "method": "ωB97M-V with the def2-TZVPD basis set", "symbols": ["C", "C", "S", "C", "N", "C", "N", "S", "O", "O", "F", "H", "H", "H", "H", "H", "H", "H", "H", "H", "H", "H"], "xyz": [[-0.759, -0.387, -2.304], [-1.699, -1.024, -1.276], [-2.307, 0.093, 0.013], [-0.924, 0.452, 1.137], [0.390, 0.630, 0.453], [1.421, -0.327, 0.927], [0.914, -1.687, 0.972], [0.941, 2.155, 0.894], [1.094, 2.278, 2.289], [0.186, 3.141, 0.244], [2.369, 2.163, 0.294], [-1.073, 0.612, -2.592], [0.282, -0.398, -1.997], [-0.809, -0.998, -3.210], [-1.251, -1.943, -0.897], [-2.591, -1.339, -1.813], [-1.197, 1.401, 1.595], [-0.864, -0.252, 1.960], [2.243, -0.281, 0.206], [1.858, -0.078, 1.899], [0.135, -1.841, 0.351], [1.643, -2.373, 0.856]], "lumo_energy_ev": 0.642, "orbital_gap_ev": 9.714, "e_homo_ev": -9.07, "e_tot_ha": -1315.197857, "mol_weight_g_mol": 202.3, "relative_energy_kj_mol": 0.0}